Record 1
ORCA calculation (ωB97M-V/def2-TZVPD) on an isolated ion of composition C2H7N4O and charge +1 at a distorted geometry.

* largest force on an atom: 5.224 eV/A
* SMILES: NN1C=C([NH3+])ON1
* charge: +1
* 2S+1: 1
* frontier orbital gap: 8.159 eV
* E: -10182.5330 eV
* E_LUMO: -4.0 eV
* energy relative to the best compared isomer or geometry (same formula, charge and spin): 155.9 kcal/mol

Structure (XYZ):
```
14
Properties=species:S:1:pos:R:3:forces:R:3
H -1.995 1.456 0.934 0.23 -0.55 0.02
H 2.860 -0.340 -0.822 -0.05 -0.64 -1.58
O 0.444 -1.345 0.328 0.67 -0.19 1.43
H -3.288 0.627 0.218 0.94 -0.24 -0.82
N -2.278 0.648 0.384 -0.66 0.81 1.76
H 2.542 -0.816 0.634 1.19 0.19 1.75
C -0.108 0.679 -0.529 0.99 -1.61 0.71
N 2.355 -0.066 -0.006 -1.45 1.15 -0.83
H 2.581 0.934 0.069 0.72 -0.44 1.39
H -0.205 1.616 -1.006 0.88 1.09 -0.11
N -0.889 -1.405 -0.161 -1.22 0.82 -1.78
C 0.915 -0.123 -0.030 -4.61 1.03 -2.23
H -1.547 -1.931 0.436 0.85 0.65 0.60
N -1.388 0.066 -0.448 1.50 -2.07 -0.33
```
Positions in Å, forces in eV/Å.



Record 2
ORCA calculation (ωB97M-V/def2-TZVPD) on the molecule FH3N2O2S at a distorted geometry.

* largest force on an atom: 4.116 eV/A
* SMILES: N[S@@](=O)(O)=NF
* 2S+1: 1
* frontier orbital gap: 10.518 eV
* E: -20671.9570 eV
* E_LUMO: 0.2 eV
* energy relative to the best compared isomer or geometry (same formula, charge and spin): 73.7 kcal/mol

Structure (XYZ):
```
9
Properties=species:S:1:pos:R:3:forces:R:3
S 0.652 0.313 0.063 -0.09 0.86 0.10
O 0.803 -1.159 -0.313 -1.11 -3.06 -2.17
N 0.263 0.948 -1.302 -0.50 1.26 0.06
H 0.186 -1.347 -1.225 2.10 1.04 3.38
O 1.801 0.848 0.692 0.18 -0.29 -0.29
N -0.571 0.359 1.148 -0.77 -1.70 1.59
H -1.493 0.559 0.827 -0.38 0.92 -1.14
H -0.784 -0.531 1.661 1.25 0.86 -0.46
F -0.857 0.009 -1.551 -0.69 0.10 -1.07
```
Positions in Å, forces in eV/Å.